Record 1
15
Properties=species:S:1:pos:R:3:forces:R:3 method="wB97M-V/def2-TZVPD" total_energy_ha=-433.22770 homo_lumo_gap_ev=9.26 fmax_ev_per_a=4.1 total_charge=0
N -2.021 0.405 -1.441 -0.695 0.418 -0.800
C -2.200 -0.656 -0.693 -0.872 -3.358 2.160
N -1.519 -1.281 0.233 -0.503 0.689 -1.347
N -0.231 -0.927 0.624 0.132 0.861 -0.412
C 0.590 0.115 0.317 -0.646 -0.947 0.745
O 0.369 0.969 -0.523 0.048 0.616 -0.220
C 1.844 0.234 1.152 -0.343 0.071 -0.593
O 2.838 0.806 0.400 1.791 0.384 -0.440
H -2.810 0.770 -1.932 -0.093 0.126 -0.158
H -1.238 0.961 -1.209 1.030 0.898 -0.131
H -3.128 -1.263 -0.812 0.462 0.991 -0.297
H 0.123 -1.716 1.110 0.673 -0.098 0.652
H 2.216 -0.703 1.479 0.189 -1.225 0.268
H 1.668 0.796 2.051 -0.572 0.528 0.523
H 2.514 1.421 -0.261 -0.601 0.045 0.051

---

Record 2
57
Properties=species:S:1:pos:R:3:forces:R:3 method="wB97M-V/def2-TZVPD" total_energy_ha=-1564.44617 homo_lumo_gap_ev="5.69 / 5.91" fmax_ev_per_a=1.6 multiplicity=3 total_charge=-1
Pd 0.181 -2.211 -0.355 -0.094 0.339 -0.165
N 1.694 -2.025 10.001 -0.012 0.008 -0.254
C 1.531 -2.061 8.859 0.192 0.030 1.467
C 1.319 -2.112 7.477 -0.245 -0.113 -1.541
C 0.237 -1.431 6.892 0.316 -0.140 0.500
C 0.024 -1.494 5.539 -0.008 -0.228 -0.217
C 0.879 -2.220 4.684 0.074 0.004 0.419
C 1.951 -2.906 5.290 -0.099 0.117 -0.278
C 2.165 -2.863 6.643 -0.127 0.184 0.575
C 0.674 -2.245 3.247 -0.081 0.214 -0.393
C 0.398 -1.004 2.600 0.027 -0.784 -0.524
C 0.459 0.265 3.249 -0.053 1.104 -0.007
C 0.129 1.217 2.313 0.157 -0.064 0.840
C -0.104 0.522 1.123 -0.111 -0.378 -0.241
N 0.069 -0.806 1.276 0.003 -0.101 -0.411
C 0.757 -3.495 2.567 -0.204 0.507 -0.745
C 0.872 -4.774 3.189 0.042 -1.050 0.066
C 0.852 -5.714 2.185 0.124 -0.101 0.894
C 0.718 -5.001 0.984 -0.006 0.572 -0.322
N 0.661 -3.674 1.210 -0.081 0.250 -0.155
H -0.434 -0.869 7.529 -0.027 -0.011 -0.014
H -0.845 -1.003 5.125 0.000 0.034 -0.078
H 2.646 -3.449 4.665 0.006 -0.036 -0.052
H 2.998 -3.397 7.084 0.013 0.034 -0.023
H 0.747 0.434 4.266 0.058 0.055 0.124
H 0.061 2.280 2.448 0.023 0.161 0.033
H -0.377 0.954 0.181 0.003 -0.129 -0.134
H 0.918 -4.946 4.247 0.001 -0.098 0.103
H 0.925 -6.782 2.281 -0.028 -0.105 0.031
H 0.658 -5.402 -0.014 -0.030 0.114 -0.128
N 0.231 -4.428 -2.505 0.082 -0.642 -0.535
C 0.243 -3.543 -1.770 -0.078 0.681 0.518
C -0.720 5.215 -3.750 -0.035 -0.192 -0.168
C -1.048 4.244 -4.890 0.018 0.213 -0.075
C -2.488 4.531 -5.345 0.200 -0.026 0.037
C -0.066 4.516 -6.039 -0.137 0.012 0.122
C -0.915 2.778 -4.483 -0.064 0.008 -0.129
C -1.236 1.781 -5.408 -0.024 0.209 0.000
C -1.173 0.424 -5.125 0.057 -0.426 0.254
C -0.751 0.054 -3.861 0.158 1.037 0.368
O -0.629 -1.153 -3.261 -0.072 -0.502 -0.032
B -0.190 -0.935 -1.935 0.141 -0.758 0.614
O -0.016 0.452 -1.791 0.205 0.362 0.484
C -0.385 1.046 -2.943 -0.385 -0.146 -0.943
C -0.471 2.396 -3.220 0.080 -0.324 0.223
H -0.817 6.243 -4.101 -0.022 0.031 -0.056
H 0.301 5.080 -3.403 0.109 -0.004 0.107
H -1.403 5.083 -2.914 -0.024 -0.023 0.144
H -2.591 5.570 -5.659 0.023 0.112 -0.027
H -3.182 4.352 -4.526 -0.092 -0.044 0.052
H -2.774 3.899 -6.180 -0.071 -0.080 -0.094
H -0.124 5.554 -6.367 -0.036 0.130 -0.020
H -0.279 3.878 -6.892 0.024 -0.073 -0.126
H 0.950 4.317 -5.705 0.120 -0.031 -0.034
H -1.561 2.068 -6.398 -0.052 0.038 -0.083
H -1.460 -0.308 -5.866 0.007 -0.097 -0.018
H -0.208 3.103 -2.451 0.036 0.145 0.049

---

Record 3
105
Properties=species:S:1:pos:R:3:forces:R:3 method="wB97M-V/def2-TZVPD" total_energy_ha=-2216.43635 homo_lumo_gap_ev=8.48 fmax_ev_per_a=9.8 total_charge=-1
C 0.371 -48.889 -32.810 -0.827 3.750 4.238
O 1.469 -48.131 -32.107 -1.801 -1.141 -0.413
H -0.409 -48.056 -33.237 1.703 -2.775 0.562
H -0.063 -49.627 -32.029 -0.381 1.492 -0.883
H 0.862 -49.583 -33.359 0.964 -1.531 -3.215
N 1.869 -52.821 -31.073 0.409 3.594 4.617
C 1.426 -53.967 -30.412 1.958 0.741 0.602
C 0.930 -54.789 -31.366 -2.086 0.600 -1.620
C 0.773 -53.895 -32.611 1.590 -0.801 6.219
C 1.259 -52.673 -32.283 1.172 -0.757 -0.334
H 2.274 -51.986 -30.377 -1.780 -3.371 -2.931
H 1.605 -54.027 -29.279 -0.192 -0.207 -2.138
H 0.431 -55.762 -31.149 0.611 0.884 -0.551
H 0.385 -54.148 -33.463 -2.262 -1.478 -4.679
H 1.344 -51.789 -32.909 0.031 -0.300 0.361
N -0.164 -47.447 -30.023 1.433 -1.314 0.493
C 0.050 -47.407 -28.669 7.901 -0.762 -1.429
C -0.914 -46.846 -28.064 -7.779 1.670 2.576
C -1.984 -46.800 -29.087 1.172 0.599 0.851
C -1.409 -47.108 -30.258 -2.218 0.198 -3.847
H 0.425 -47.833 -30.738 1.285 -0.036 -0.678
H 1.106 -47.406 -28.273 -1.141 -0.575 -0.659
H -1.121 -46.556 -27.010 0.721 -0.488 -1.007
H -3.007 -46.750 -29.126 -2.403 0.951 0.996
H -1.843 -47.097 -31.372 0.950 -0.165 2.869
N -2.076 -53.018 -34.700 5.976 0.566 -6.377
C -1.605 -51.789 -34.605 2.897 2.651 0.533
C -0.487 -51.666 -35.494 -2.309 -1.516 0.898
C -0.400 -53.047 -36.208 0.827 4.237 0.821
C -1.446 -53.765 -35.714 1.272 0.917 0.070
H -2.731 -53.365 -34.245 -7.447 -3.595 5.261
H -1.923 -51.059 -33.731 0.478 -1.707 -2.243
H -0.064 -50.645 -35.519 0.537 -1.160 -0.628
H 0.403 -53.258 -36.965 -1.355 -0.084 0.876
H -1.649 -54.727 -36.152 -0.829 -0.266 0.870
N -1.925 -50.148 -29.234 0.468 -1.911 -2.304
C -3.053 -50.587 -28.618 2.111 3.411 0.639
C -3.299 -51.814 -28.847 0.734 -7.002 -2.039
C -2.259 -52.299 -29.844 -1.515 -1.925 1.159
C -1.497 -51.225 -30.050 1.325 1.338 -0.280
H -1.506 -49.245 -29.167 0.027 0.576 -0.050
H -3.393 -50.008 -27.872 -1.608 2.003 2.358
H -3.834 -52.519 -28.218 -0.557 0.465 -0.430
H -2.034 -53.374 -30.250 -0.757 2.453 0.754
H -0.725 -51.158 -30.813 0.105 0.287 0.520
N 2.480 -49.969 -30.230 -2.683 0.669 -1.275
C 3.707 -50.450 -30.396 0.155 1.294 0.843
C 4.182 -51.085 -29.321 -1.442 -2.326 1.757
C 2.869 -51.312 -28.586 -0.131 0.270 3.830
C 1.871 -50.501 -29.181 8.838 -3.470 0.111
H 1.912 -49.380 -30.847 0.818 0.601 -1.065
H 4.228 -49.960 -31.074 2.628 1.571 -3.513
H 5.282 -51.397 -29.244 -2.251 0.124 0.325
H 2.599 -51.734 -27.482 1.241 0.704 -2.963
H 1.009 -50.225 -28.916 -6.770 1.650 2.157
N -1.273 -45.476 -33.618 -7.743 1.558 -3.016
C -2.464 -44.752 -33.257 2.763 0.728 1.090
C -3.372 -44.970 -34.221 1.024 -2.067 -1.934
C -2.696 -45.860 -35.222 0.102 2.357 4.599
C -1.445 -46.136 -34.789 1.912 -0.233 -1.551
H -0.501 -45.581 -33.192 6.766 -0.064 4.484
H -2.411 -43.931 -32.467 -0.119 -1.801 -0.913
H -4.403 -44.684 -34.258 -0.111 0.361 -0.039
H -3.132 -46.164 -36.037 -2.194 -1.714 -4.416
H -0.495 -46.590 -35.373 -2.631 0.852 1.732
N 1.505 -45.459 -32.060 -0.235 -1.679 -0.407
C 1.599 -44.626 -33.197 -0.480 1.854 5.515
C 1.483 -43.304 -32.743 -0.894 -2.302 2.562
C 1.252 -43.437 -31.203 1.033 4.363 -1.254
C 1.297 -44.747 -30.876 -0.417 -2.270 0.053
H 1.438 -46.608 -32.105 0.403 1.699 -0.092
H 2.035 -44.999 -34.032 0.551 -1.094 -2.705
H 1.295 -42.468 -33.395 0.447 0.379 0.252
H 1.347 -42.463 -30.479 -0.698 -2.806 -1.843
H 1.114 -45.381 -29.893 0.599 1.929 -2.282
N -3.847 -50.003 -31.701 1.386 -0.607 1.071
C -5.049 -50.687 -31.719 0.330 -0.504 -0.271
C -5.693 -50.294 -32.838 -0.232 1.831 -2.032
C -4.845 -49.296 -33.617 -3.790 -3.502 1.531
C -3.740 -49.289 -32.856 -0.385 0.871 0.191
H -3.097 -49.997 -30.933 -1.792 -0.189 -1.833
H -5.259 -51.617 -31.189 0.181 0.828 0.567
H -6.703 -50.537 -33.151 0.254 -0.383 0.138
H -5.331 -48.965 -34.544 1.393 0.455 0.449
H -2.949 -48.675 -33.040 2.408 1.431 -0.115
N 3.748 -47.860 -28.508 0.099 2.588 -1.357
C 4.246 -47.421 -27.350 0.371 1.190 3.511
C 4.427 -46.020 -27.368 -0.312 -1.536 -2.069
C 4.049 -45.641 -28.807 0.594 -3.038 2.786
C 3.652 -46.820 -29.448 0.660 0.712 2.186
H 3.588 -48.771 -28.781 -0.306 -2.158 -0.165
H 4.355 -48.061 -26.375 -0.239 0.990 -2.418
H 4.854 -45.502 -26.464 -0.676 -0.182 -1.558
H 4.245 -44.720 -29.244 -0.163 1.459 -0.718
H 3.286 -47.020 -30.443 0.064 0.074 -0.023
N 3.303 -48.885 -34.005 4.569 0.731 -7.837
C 3.245 -50.084 -34.594 -2.346 -1.874 3.450
C 3.975 -50.012 -35.676 3.293 -1.170 -5.396
C 4.466 -48.618 -35.850 1.072 -2.791 -2.558
C 4.047 -47.955 -34.808 -2.483 0.937 3.798
H 2.945 -48.636 -33.245 -4.389 2.572 8.097
H 2.607 -50.902 -34.051 1.754 1.488 -1.538
H 4.304 -50.878 -36.381 -1.002 1.731 1.387
H 5.084 -48.237 -36.677 -0.489 -0.359 0.521
H 4.031 -46.876 -34.521 0.281 -1.245 -0.240

---

Record 4
46
Properties=species:S:1:pos:R:3:forces:R:3 method="wB97M-V/def2-TZVPD" total_energy_ha=-2399.20464 homo_lumo_gap_ev=7.81 fmax_ev_per_a=5.2 total_charge=0 smiles="O=C1O[C@@]2(c3ccc(O)cc3Oc3c2ccc(O)c3Nc2nc(Cl)nc(Cl)n2)c2ccccc21"
O 0.155 1.393 -5.077 -0.648 -1.287 1.885
C 0.233 1.246 -3.858 1.766 1.317 -4.729
O 0.227 0.047 -3.202 -0.404 2.131 1.431
C 0.393 0.461 -1.773 -0.614 -3.139 1.260
C 1.678 -0.141 -1.183 0.536 -1.381 2.283
C 3.024 -0.034 -1.719 -2.768 0.503 -0.312
C 4.116 -0.394 -1.008 1.143 -1.030 -0.979
C 4.032 -0.929 0.259 -2.234 0.953 0.034
O 5.190 -0.982 0.896 0.724 -0.737 3.064
C 2.750 -1.081 0.889 0.938 0.783 -2.701
C 1.586 -0.727 0.163 1.453 0.472 -1.873
O 0.401 -0.998 0.838 1.087 0.648 -1.061
C -0.759 -0.520 0.298 -0.981 0.579 -0.116
C -0.888 0.170 -0.890 1.427 -0.612 -2.465
C -2.134 0.488 -1.442 -1.324 0.134 0.383
C -3.337 0.234 -0.713 3.457 0.105 0.838
C -3.184 -0.215 0.632 1.613 -0.869 -1.700
O -4.267 -0.409 1.385 0.218 1.242 -0.668
C -1.871 -0.707 1.102 -2.070 1.632 -1.800
N -1.578 -1.293 2.323 0.285 0.316 -0.616
C -2.234 -2.274 2.942 -1.542 1.422 -2.226
N -1.352 -2.893 3.663 -0.085 -3.053 2.700
C -1.968 -3.841 4.311 1.055 -0.675 1.980
Cl -0.832 -4.696 5.515 -1.807 0.573 -1.619
N -3.267 -4.093 4.305 0.928 -2.348 3.452
C -4.069 -3.318 3.686 1.117 0.486 -3.373
Cl -5.751 -3.477 3.648 -0.334 -0.247 0.541
N -3.564 -2.503 2.757 1.179 1.401 1.062
C 0.571 1.878 -1.763 0.416 0.804 -1.232
C 0.781 2.633 -0.693 1.230 1.246 4.433
C 1.152 3.972 -0.852 1.367 1.565 0.480
C 1.588 4.465 -2.103 -1.950 0.759 0.658
C 1.207 3.669 -3.152 -0.303 -1.255 -0.500
C 0.657 2.382 -3.017 0.048 0.316 0.998
H 3.223 0.378 -2.706 -0.548 -0.008 0.049
H 5.136 -0.407 -1.473 -1.093 0.452 0.393
H 5.961 -1.369 0.488 -0.148 -0.146 -0.767
H 2.600 -1.431 1.861 0.165 -0.580 1.435
H -2.228 0.966 -2.462 0.341 -0.736 1.298
H -4.267 0.417 -1.183 -0.887 0.180 0.082
H -3.871 -1.014 1.999 -1.332 -1.254 1.663
H -0.582 -1.547 2.420 -0.646 0.933 -0.128
H 0.877 2.102 0.327 -0.699 1.282 -1.433
H 1.243 4.756 -0.064 -0.119 -1.390 0.017
H 1.869 5.571 -2.294 -0.234 -2.204 0.531
H 1.352 4.065 -4.081 0.280 0.719 -2.649